Below is a cluster of 7 separate species, C6H28N2O6 in total at a distorted geometry, with properties calculated with the ωB97M-V functional and the def2-TZVPD basis.

Structure (ORCA input):
```
! wB97M-V def2-TZVPD RIJCOSX def2/J DEFGRID3
* xyz 0 1
C 0.14525 -2.21987 -2.37356
C 0.23493 -0.83204 -3.07226
N -0.39159 0.24985 -2.33654
C 0.40729 1.05149 -1.42793
C 0.93817 0.37611 -0.12633
N 0.31043 1.02262 1.04238
C 0.73320 0.38791 2.29201
C 2.09385 0.95389 2.76160
H -0.68817 -2.83311 -2.70694
H 0.16592 -2.07340 -1.31052
H 0.97686 -2.83547 -2.69933
H -0.29601 -0.99875 -3.99842
H 1.28717 -0.67457 -3.33625
H -0.78152 0.88303 -3.02056
H 1.32323 1.39081 -1.91516
H -0.18006 1.92079 -1.13603
H 0.75554 -0.69651 -0.14710
H 2.00408 0.55797 -0.06430
H -0.69707 0.90076 0.91105
H -0.03833 0.51533 3.04488
H 0.90210 -0.68974 2.19322
H 2.90346 0.26225 2.49540
H 2.08309 1.02862 3.84105
H 2.30382 1.94358 2.36276
O -1.59271 -2.72574 1.99065
H -2.15634 -3.03528 1.27167
H -1.83198 -1.78032 1.98231
O 0.95481 -4.02877 1.66206
H 0.84146 -3.98885 2.61828
H 0.09564 -3.69650 1.35784
O -2.99771 -0.49317 1.09179
H -3.46004 0.12079 1.66926
H -3.18656 -0.32785 0.14091
O 0.34377 3.95218 0.94647
H -0.61105 3.91572 1.09274
H 0.55713 2.99332 1.07603
O 1.68459 4.24403 -1.42924
H 0.88609 4.57987 -1.00433
H 1.94634 3.65914 -0.70454
O -2.94447 -0.74837 -1.55408
H -2.89536 -1.71057 -1.43319
H -2.12925 -0.52118 -2.04777
*
```

Gap between HOMO and LUMO in eV: 9.75
Energy above the lowest of the compared OMol25 structures with the same formula, charge and spin in kcal per mole: 36.2
Lowest unoccupied orbital energy in eV: 0.2

Atomic partial charges in e from the Mulliken method, atoms 1 to 6: number 1, C, carries -0.78; number 2, C, carries -0.59; number 3, N, carries -0.28; number 4, C, carries -1.00; number 5, C, carries -0.38; number 6, N, carries -0.11